DFT (ωB97M-V/def2-TZVPD) results for a 8-piece molecular cluster, C72H152N8O8 overall.

Output
SMILES   CC1(C)CCCC(C)(C)N1O.CC1(C)CCCC(C)(C)N1O.CC1(C)CCCC(C)(C)N1O.CC1(C)CCCC(C)(C)N1O.CC1(C)CCCC(C)(C)N1O.CC1(C)CCCC(C)(C)N1O.CC1(C)CCCC(C)(C)N1O.CC1(C)CCCC(C)(C)N1O
Orbital gap   8.5613 eV
Net charge   0
ΔE to the lowest compared entry with this formula, charge and spin   371.92 kJ/mol

Each line ends with the Mulliken charge.
Geometry (Å):
C (-13.614, -16.183, 21.382)  -2.16
C (-14.414, -16.288, 19.997)  2.12
C (-14.460, -14.934, 19.317)  -1.56
C (-15.174, -15.031, 17.890)  1.65
C (-14.269, -15.924, 17.012)  -1.14
C (-14.108, -17.316, 17.695)  2.37
N (-13.595, -17.120, 19.044)  -0.17
O (-13.617, -18.445, 19.662)  -0.48
C (-15.428, -18.035, 17.597)  -1.02
C (-13.049, -18.130, 16.967)  -2.09
C (-15.803, -16.796, 20.412)  -1.47
H (-13.837, -17.079, 22.055)  0.28
H (-13.844, -15.279, 21.847)  0.47
H (-12.560, -16.188, 21.141)  0.53
H (-15.071, -14.216, 19.936)  0.30
H (-13.432, -14.498, 19.271)  0.43
H (-15.301, -14.056, 17.461)  -0.12
H (-16.110, -15.516, 18.071)  -0.89
H (-13.245, -15.546, 16.913)  0.60
H (-14.660, -16.012, 15.990)  -0.27
H (-15.548, -18.622, 16.636)  0.41
H (-15.613, -18.815, 18.360)  0.38
H (-16.298, -17.408, 17.742)  -0.47
H (-12.136, -17.832, 17.399)  0.57
H (-13.272, -19.161, 17.041)  0.46
H (-12.960, -17.917, 15.888)  0.30
H (-16.241, -16.067, 21.136)  0.34
H (-15.783, -17.730, 21.037)  0.34
H (-16.490, -16.968, 19.657)  0.20
H (-12.669, -18.662, 19.757)  0.35
C (-21.676, -13.276, 10.917)  -2.14
C (-21.519, -13.886, 9.471)  1.58
C (-20.415, -13.183, 8.714)  -1.31
C (-20.119, -13.859, 7.382)  -0.76
C (-19.626, -15.229, 7.666)  -1.00
C (-20.570, -16.117, 8.460)  1.65
N (-21.122, -15.325, 9.590)  0.78
O (-22.129, -16.034, 10.333)  -0.40
C (-21.598, -16.680, 7.432)  -1.82
C (-19.780, -17.293, 9.116)  -1.66
C (-22.822, -13.523, 8.710)  -1.88
H (-20.634, -13.137, 11.268)  -0.07
H (-22.244, -13.943, 11.560)  0.72
H (-22.140, -12.334, 10.953)  0.46
H (-20.588, -12.174, 8.585)  0.89
H (-19.493, -13.291, 9.341)  -0.09
H (-19.350, -13.171, 6.928)  0.41
H (-21.010, -13.751, 6.732)  0.38
H (-18.773, -15.035, 8.279)  -0.13
H (-19.222, -15.772, 6.849)  0.77
H (-22.244, -17.423, 7.918)  0.43
H (-22.254, -15.959, 6.937)  0.29
H (-21.005, -17.148, 6.650)  0.43
H (-19.265, -17.861, 8.413)  0.48
H (-18.967, -16.819, 9.696)  0.05
H (-20.346, -17.900, 9.771)  0.37
H (-22.850, -12.454, 8.560)  0.41
H (-23.714, -13.728, 9.314)  0.47
H (-23.013, -14.016, 7.797)  0.38
H (-22.920, -16.011, 9.775)  0.32
C (-21.513, -17.113, 22.043)  -2.01
C (-21.625, -16.503, 20.669)  2.05
C (-22.574, -15.262, 20.698)  -0.49
C (-21.953, -14.003, 21.286)  -1.01
C (-20.588, -13.675, 20.669)  -0.51
C (-19.613, -14.866, 20.636)  2.03
N (-20.330, -16.029, 20.076)  1.28
O (-19.484, -17.161, 20.153)  -0.74
C (-18.463, -14.551, 19.722)  -0.60
C (-19.012, -15.074, 22.048)  -1.66
C (-22.217, -17.539, 19.691)  -1.97
H (-20.699, -17.882, 22.166)  0.29
H (-22.471, -17.643, 22.270)  0.43
H (-21.395, -16.355, 22.783)  0.48
H (-23.043, -15.108, 19.733)  -0.64
H (-23.431, -15.462, 21.382)  0.59
H (-21.795, -14.062, 22.336)  0.80
H (-22.614, -13.141, 21.144)  0.03
H (-20.102, -12.860, 21.172)  0.93
H (-20.744, -13.342, 19.622)  -0.74
H (-17.879, -13.685, 20.051)  0.76
H (-17.730, -15.346, 19.570)  -1.02
H (-18.883, -14.228, 18.758)  -0.66
H (-18.454, -14.195, 22.335)  0.44
H (-19.846, -15.196, 22.767)  0.43
H (-18.328, -15.992, 21.995)  0.22
H (-23.135, -17.976, 20.064)  0.84
H (-21.510, -18.424, 19.612)  0.37
H (-22.469, -17.093, 18.697)  -0.18
H (-19.335, -17.345, 19.204)  0.26
C (-16.520, -11.862, 16.623)  -2.18
C (-17.685, -10.957, 16.075)  4.16
C (-18.826, -11.057, 17.100)  -0.95
C (-18.610, -10.215, 18.349)  -0.20
C (-18.236, -8.822, 18.001)  -1.69
C (-17.170, -8.581, 17.010)  2.09
N (-17.419, -9.535, 15.843)  -0.05
O (-16.286, -9.507, 14.962)  -0.48
C (-17.453, -7.166, 16.471)  -2.03
C (-15.763, -8.687, 17.454)  -1.57
C (-18.218, -11.593, 14.806)  -0.89
H (-16.800, -12.907, 16.537)  0.08
H (-16.307, -11.609, 17.709)  0.50
H (-15.515, -11.662, 16.218)  0.50
H (-19.709, -10.644, 16.537)  0.60
H (-18.983, -12.024, 17.509)  -0.90
H (-17.845, -10.656, 19.056)  0.23
H (-19.545, -10.076, 18.973)  -0.15
H (-17.970, -8.245, 18.966)  0.35
H (-19.176, -8.475, 17.498)  0.18
H (-17.321, -6.505, 17.324)  0.46
H (-16.773, -6.912, 15.614)  0.39
H (-18.477, -7.158, 16.041)  0.40
H (-15.725, -8.930, 18.530)  0.36
H (-15.264, -9.499, 16.960)  0.18
H (-15.243, -7.767, 17.367)  0.48
H (-18.407, -12.691, 14.882)  -0.91
H (-17.442, -11.432, 14.015)  -0.30
H (-19.123, -11.055, 14.481)  0.63
H (-16.734, -9.413, 14.134)  0.38
C (-26.946, -22.173, 16.310)  -1.61
C (-25.946, -21.598, 15.286)  1.31
C (-26.480, -20.169, 14.921)  -1.17
C (-26.251, -19.155, 16.050)  -1.26
C (-24.729, -19.131, 16.405)  -1.06
C (-24.168, -20.525, 16.729)  2.43
N (-24.547, -21.464, 15.707)  0.09
O (-23.900, -22.719, 15.953)  -0.49
C (-22.675, -20.482, 16.650)  -1.67
C (-24.556, -20.942, 18.141)  -1.40
C (-25.976, -22.461, 13.994)  -1.92
H (-26.447, -22.818, 17.004)  0.29
H (-27.703, -22.803, 15.867)  0.45
H (-27.475, -21.459, 16.912)  0.34
H (-25.914, -19.846, 13.973)  0.26
H (-27.521, -20.379, 14.777)  0.51
H (-26.830, -19.439, 16.941)  0.30
H (-26.476, -18.153, 15.829)  0.66
H (-24.630, -18.501, 17.264)  0.28
H (-24.194, -18.748, 15.523)  0.09
H (-22.248, -20.827, 15.676)  0.33
H (-22.355, -19.505, 16.942)  0.00
H (-22.256, -21.271, 17.363)  0.34
H (-24.163, -20.209, 18.824)  0.18
H (-25.641, -20.949, 18.423)  0.25
H (-24.189, -21.941, 18.487)  0.44
H (-26.975, -22.550, 13.664)  0.49
H (-25.628, -23.477, 14.223)  0.40
H (-25.273, -22.055, 13.237)  0.39
H (-24.412, -23.220, 16.607)  0.35
C (-26.860, -10.945, 20.510)  -1.94
C (-25.854, -10.910, 19.316)  1.83
C (-26.385, -9.824, 18.369)  -1.33
C (-25.392, -9.533, 17.265)  -0.57
C (-24.084, -9.019, 17.898)  -1.63
C (-23.465, -9.997, 18.892)  2.16
N (-24.563, -10.373, 19.773)  -0.06
O (-24.024, -11.223, 20.770)  -0.31
C (-22.805, -11.196, 18.117)  0.09
C (-22.307, -9.406, 19.670)  -1.61
C (-25.773, -12.288, 18.585)  -1.43
H (-27.878, -10.910, 20.086)  0.44
H (-26.773, -9.989, 21.065)  0.46
H (-26.830, -11.905, 21.074)  0.35
H (-27.368, -9.996, 17.936)  0.46
H (-26.549, -8.937, 19.023)  0.43
H (-25.816, -8.768, 16.643)  0.47
H (-25.157, -10.348, 16.591)  0.21
H (-24.392, -8.077, 18.358)  0.42
H (-23.330, -8.660, 17.168)  0.33
H (-22.900, -12.095, 18.768)  -0.11
H (-23.170, -11.356, 17.152)  0.47
H (-21.702, -11.069, 18.060)  -0.95
H (-21.634, -8.921, 18.938)  0.26
H (-22.610, -8.623, 20.387)  0.46
H (-21.768, -10.189, 20.173)  0.15
H (-25.222, -12.967, 19.194)  0.33
H (-25.108, -12.220, 17.759)  -0.08
H (-26.837, -12.529, 18.376)  0.54
H (-24.343, -10.888, 21.571)  0.30
C (-22.870, -13.607, 15.326)  -0.63
C (-23.058, -15.033, 15.911)  1.78
C (-23.525, -15.962, 14.758)  0.04
C (-22.380, -16.184, 13.778)  1.07
C (-21.298, -16.931, 14.514)  -1.41
C (-20.640, -16.052, 15.614)  1.32
N (-21.714, -15.643, 16.471)  0.45
O (-21.167, -14.872, 17.522)  2.16
C (-19.634, -16.831, 16.479)  -1.67
C (-19.843, -14.870, 14.916)  -0.27
C (-24.016, -15.081, 17.097)  -0.11
H (-22.133, -13.075, 15.934)  -0.48
H (-23.889, -13.228, 15.210)  0.59
H (-22.526, -13.593, 14.329)  -0.05
H (-23.825, -16.992, 15.123)  -0.86
H (-24.436, -15.540, 14.301)  0.78
H (-22.054, -15.226, 13.302)  -1.30
H (-22.638, -16.876, 12.931)  0.58
H (-20.498, -17.307, 13.875)  0.47
H (-21.713, -17.807, 14.993)  -0.07
H (-18.938, -17.375, 15.833)  0.63
H (-19.013, -16.178, 17.141)  -0.42
H (-20.096, -17.613, 17.071)  0.41
H (-20.490, -14.342, 14.244)  -0.08
H (-19.522, -14.241, 15.759)  -0.46
H (-18.872, -15.162, 14.456)  -0.27
H (-23.715, -14.292, 17.778)  -1.01
H (-23.872, -16.030, 17.600)  -0.34
H (-25.072, -14.989, 16.772)  0.65
H (-21.216, -15.399, 18.343)  -1.22
C (-15.183, -16.404, 11.064)  -1.62
C (-15.901, -15.821, 12.216)  1.98
C (-14.996, -15.288, 13.317)  -0.96
C (-14.245, -13.991, 12.971)  -1.37
C (-15.309, -12.977, 12.594)  -0.99
C (-16.303, -13.371, 11.544)  2.25
N (-16.807, -14.721, 11.927)  0.48
O (-17.764, -15.108, 10.909)  0.49
C (-17.507, -12.419, 11.470)  -1.56
C (-15.678, -13.351, 10.146)  -2.09
C (-16.773, -16.896, 12.863)  -1.79
H (-14.659, -17.351, 11.314)  0.45
H (-14.465, -15.761, 10.586)  0.37
H (-15.956, -16.472, 10.245)  0.13
H (-15.555, -14.958, 14.211)  -0.35
H (-14.297, -16.080, 13.560)  0.70
H (-13.581, -14.034, 12.112)  0.42
H (-13.578, -13.787, 13.833)  0.45
H (-14.892, -11.974, 12.381)  0.54
H (-15.975, -12.929, 13.470)  -0.12
H (-17.926, -12.418, 10.459)  0.45
H (-18.277, -12.719, 12.175)  -0.09
H (-17.269, -11.398, 11.797)  0.38
H (-14.750, -13.830, 10.257)  0.54
H (-16.268, -13.903, 9.440)  0.09
H (-15.530, -12.334, 9.924)  0.60
H (-17.383, -17.480, 12.203)  0.34
H (-17.436, -16.499, 13.731)  0.03
H (-16.098, -17.607, 13.365)  0.51
H (-18.520, -14.763, 11.334)  -0.19